Entry 1:
17
Properties=species:S:1:pos:R:3:forces:R:3 method="wB97M-V/def2-TZVPD" relative_energy_kj_mol=715.4 charge=0 energy_ev=-12383.521 gap_ha=0.3601
C -0.829082 -0.967468 -0.284354 -2.08 -2.18 2.58
H -2.028166 -2.468824 -1.334276 0.46 0.26 0.49
O 0.151332 1.588242 -1.738107 0.09 0.00 0.32
C -1.351611 -2.472982 -0.437452 -2.06 2.77 -2.06
O -0.344723 3.004401 -0.075771 1.83 1.53 1.44
H -0.358204 -0.676245 -1.124436 2.01 0.96 -2.85
H -1.194989 2.776511 -0.343976 -2.67 -0.64 -1.04
H -1.670106 -0.220618 -0.201399 0.75 -0.98 0.46
N 0.759582 -1.032536 1.795601 -0.16 -0.28 -0.03
C 0.083984 -0.969676 0.868277 -0.53 0.37 -0.13
H 2.151963 0.394182 1.612356 0.75 2.18 -0.74
H -0.639610 -3.199876 -0.747047 0.88 -0.54 0.81
C 1.312880 1.597627 0.223098 1.03 0.52 0.11
H 3.279188 1.909167 1.010784 -0.66 -0.08 -0.10
C 2.313777 1.385000 1.004100 0.18 -2.55 1.18
N 0.435761 1.993893 -0.567028 -0.22 -0.47 -1.25
H -2.071977 -2.640798 0.339629 0.38 -0.87 0.80

=====

Entry 2:
20
Properties=species:S:1:pos:R:3:forces:R:3 method="wB97M-V/def2-TZVPD" relative_energy_kj_mol=289.3 charge=0 energy_ev=-44890.942 gap_ha="0.2799 / 0.2799"
H 1.986130 -3.466542 -0.312964 0.03 1.39 -0.07
O -1.133617 -1.258807 -0.940455 0.33 0.17 0.02
H -2.271149 -1.294024 1.379248 0.19 1.39 0.32
S 2.952408 -1.156763 -0.345300 0.43 -1.14 -0.08
O -2.070761 1.032908 -0.934162 -1.20 0.65 -0.76
H 0.784652 -2.133260 -0.680766 -0.02 -0.14 -0.98
C -1.947779 -0.210144 1.356252 0.81 -1.41 -0.94
S -1.270181 0.029839 -0.313119 0.65 -0.75 1.23
S 2.835955 1.798792 -0.409936 -1.47 -0.14 -0.19
H -1.102543 0.024703 2.019477 -0.64 -0.30 0.04
C 2.143768 0.303342 -0.490928 -4.09 1.33 1.83
H -0.446322 4.101371 0.232963 -0.30 -2.80 -0.38
H -2.735465 0.513974 1.398915 -0.58 0.11 0.45
N 1.545425 2.784469 -0.228856 0.53 -0.11 -0.13
C 0.340081 2.192368 -0.053699 3.24 0.81 0.20
N -0.632220 3.042796 0.170819 -0.79 3.96 0.67
C 1.657357 -2.407832 -0.116114 -0.06 -0.60 -0.90
H -1.546303 2.694918 0.084537 -1.24 0.03 -0.14
H 1.241756 -2.363598 0.847646 0.09 0.08 1.77
C 0.215898 0.831904 0.086642 4.09 -2.54 -1.97

=====

Entry 3:
18
Properties=species:S:1:pos:R:3:forces:R:3 method="wB97M-V/def2-TZVPD" relative_energy_kj_mol=88.5 charge=0 energy_ev=-14436.827 gap_ha=0.3706
H -0.699851 0.979886 -0.237027 1.27 -0.63 -0.57
H 3.319936 -1.654601 0.001704 -0.25 0.35 0.08
C 0.031578 -0.926028 -0.224549 -0.29 -0.52 0.17
H 3.485904 0.839658 0.067286 -0.10 0.06 -0.17
O -2.570841 0.318238 -0.810752 -0.55 0.42 -1.24
H -2.770488 -0.607087 1.162187 0.04 2.01 -2.07
H 1.129511 -2.594880 -0.193052 0.04 -0.86 0.06
C 1.355122 1.176583 -0.194911 0.03 0.63 0.59
O -1.036617 -1.498850 -0.202289 0.96 -0.45 -0.07
H -1.510279 0.651919 0.973213 -2.62 0.00 -0.06
C 2.531858 0.350876 -0.074144 1.26 0.08 0.10
H -3.287788 1.082729 0.941797 -1.24 1.50 0.53
H -2.610503 1.222569 -1.141481 -0.30 -0.07 -0.24
C 2.464242 -0.979848 -0.060779 -1.03 -0.85 -0.20
N 0.181577 0.438616 -0.283696 -0.61 1.10 -0.30
O 1.356514 2.399884 -0.137481 -0.31 -0.91 -0.28
C -2.593457 0.412557 0.555231 2.67 -2.90 3.82
N 1.223585 -1.612215 -0.141265 1.02 1.03 -0.14

=====

Entry 4:
18
Properties=species:S:1:pos:R:3:forces:R:3 method="wB97M-V/def2-TZVPD" relative_energy_kj_mol=426.1 charge=0 energy_ev=-14433.328 gap_ha=0.3320
C -0.381966 -2.237111 0.587533 -0.48 0.29 0.51
C 1.102517 0.992521 -0.603240 3.37 -3.21 -0.85
C 0.868071 -0.022235 0.541589 0.03 -0.50 -0.65
H 1.202510 2.022412 -0.250806 -2.17 0.22 -1.09
H 0.496336 -2.703007 1.054219 -0.26 -0.11 -0.19
H -1.263673 2.892856 -0.084924 -0.65 -0.46 0.08
H -0.850317 -2.893960 -0.151966 0.29 0.03 0.20
N 0.015203 -1.016345 -0.073400 0.41 -2.11 0.75
N -0.183693 1.040273 2.717985 0.38 -0.34 -0.71
H -1.136155 -2.040664 1.362158 0.17 -0.10 0.00
O -1.612139 -0.425679 -1.547303 0.80 -2.83 -1.22
H -1.599656 1.539716 -1.150971 2.34 3.99 1.46
O 0.495922 0.111738 -1.867024 1.57 3.01 0.28
C 0.270284 0.577685 1.762658 -0.50 0.21 0.28
C -0.415667 -0.693676 -1.331197 -2.73 5.71 2.73
H 2.147263 0.888876 -0.926547 -0.18 -0.52 0.04
H 1.818251 -0.483614 0.847817 -0.06 0.21 0.05
O -0.973095 2.450207 -0.886589 -2.32 -3.47 -1.68

=====

Entry 5:
20
Properties=species:S:1:pos:R:3:forces:R:3 method="wB97M-V/def2-TZVPD" relative_energy_kj_mol=388.2 charge=0 energy_ev=-36099.387 gap_ha="0.2534 / 0.2648"
O -0.068458 1.798808 -2.391972 1.49 1.30 -3.22
H -1.078058 2.623185 0.866692 -0.91 0.01 0.24
C -0.090150 0.260293 0.189198 -0.09 1.05 0.24
H 1.358703 -2.628983 0.786743 0.83 -1.30 -1.03
S 1.026176 -2.341712 -2.238378 -0.39 -0.49 1.26
N 0.087637 -1.074443 0.103221 1.40 -1.53 1.75
H 1.456045 -1.283393 1.874595 -0.92 -0.32 -1.24
H -0.358437 2.978324 2.510977 -0.39 0.32 -0.35
C 0.762758 -1.883416 1.200603 -0.37 2.53 0.72
S 0.446997 0.991913 1.719411 -0.17 0.22 -0.66
H 0.444137 3.318381 0.999749 1.72 1.13 -0.86
C -0.200943 2.666379 1.475787 -0.51 -1.41 1.46
N -0.880873 2.057630 -1.514485 1.14 -3.14 2.14
H -0.798929 -1.099331 -1.686218 -1.51 1.95 -1.55
O -1.639918 2.960215 -1.421040 -1.06 1.64 -0.02
H 0.049952 -2.321415 1.882995 -0.55 -0.15 -0.04
C -0.747995 0.899466 -0.803568 -1.50 -0.11 1.22
H -1.071003 -2.586986 -0.873274 0.78 0.23 0.16
O 1.650274 -3.574010 -1.628196 -0.27 0.59 -0.29
C -0.347915 -1.760905 -1.052839 1.31 -2.53 0.08

=====

Entry 6:
16
Properties=species:S:1:pos:R:3:forces:R:3 method="wB97M-V/def2-TZVPD" relative_energy_kj_mol=282.9 charge=0 energy_ev=-19127.489 gap_ha=0.3406
H 1.637327 -3.026693 -0.703004 0.12 0.14 0.23
H 2.842858 -1.848017 -0.155377 0.02 -0.02 -0.01
S -2.980981 -1.052737 -0.312307 0.55 -0.21 0.26
H -2.617950 -1.967830 0.616898 -0.26 0.10 -0.15
H 1.834948 -2.687834 1.043726 -0.11 0.33 -0.59
N -0.697074 1.949347 0.121511 -0.29 -1.30 0.00
C 0.859173 -1.189126 -0.090563 -0.18 0.29 0.25
C -0.922498 0.674293 0.173381 -0.22 3.13 -1.32
H -2.885747 1.065838 0.542271 0.75 -0.34 -0.01
H 1.256210 2.502950 0.562413 0.49 0.28 0.04
C 0.603330 2.471531 -0.297646 -1.14 -0.40 0.03
C 0.039898 -0.314790 -0.100699 0.39 -0.93 0.26
H 1.037006 1.919454 -1.124933 0.29 -0.49 0.05
N -2.229305 0.290043 0.406769 -1.19 -0.12 0.58
H 0.382570 3.446333 -0.712647 0.30 0.46 0.32
C 1.840236 -2.232769 0.030204 0.45 -0.92 0.05

=====

Entry 7:
16
Properties=species:S:1:pos:R:3:forces:R:3 method="wB97M-V/def2-TZVPD" relative_energy_kj_mol=451.6 charge=0 energy_ev=-19125.741 gap_ha=0.3043
H -1.686704 -0.142019 1.537399 0.68 -0.67 -0.35
C -0.988173 -1.457671 -0.042724 1.61 -0.06 -5.24
H 2.277501 0.037405 2.220200 -0.67 -0.59 -2.25
H -1.162151 -2.346989 -0.760834 0.34 0.66 2.36
N 0.246926 1.983539 -1.280166 2.84 -1.60 -1.48
C 1.837257 -0.316147 1.196008 -0.58 3.52 -0.11
C 1.256058 0.738576 0.421597 -0.02 -3.36 3.44
N 0.328061 0.609267 -0.656255 0.01 2.88 -0.02
H 1.914733 -1.405280 1.049427 -0.40 0.83 -0.48
H -1.928754 -2.020130 1.476833 -0.92 -0.08 1.30
H -0.606952 2.472125 -1.423059 -1.75 -0.83 0.72
H 0.622691 1.981000 -2.270583 -0.22 -0.68 1.66
S -1.272019 -0.351654 -2.451779 -0.22 -0.21 -0.19
H 1.216283 1.750682 0.890631 0.40 -0.99 -0.78
C -0.540538 -0.406247 -0.980439 0.47 1.64 -1.12
C -1.514219 -1.126457 1.073742 -1.58 -0.46 2.55

=====

Entry 8:
16
Properties=species:S:1:pos:R:3:forces:R:3 method="wB97M-V/def2-TZVPD" relative_energy_kj_mol=451.6 charge=0 energy_ev=-19125.741 gap_ha=0.3476
C -0.539715 0.869165 0.077548 -0.65 1.35 3.04
H -0.835283 1.325568 1.068615 0.35 -0.43 -1.14
C 0.343858 -0.298938 0.374594 -2.27 -1.15 4.38
C 1.653857 0.766888 -1.345483 -1.55 1.86 -1.65
H 2.506865 0.076949 -1.390522 -0.49 0.04 0.34
H 0.502978 -1.818649 1.884942 -1.92 1.82 -0.37
N -1.395575 -1.554663 1.245975 0.78 -0.44 1.59
H 1.988373 1.732699 -1.872092 -0.40 -1.12 1.17
S -2.016976 0.441862 -0.710975 -0.26 -1.22 -0.18
H 1.267271 1.533760 0.769886 1.92 2.65 2.71
N -0.174877 -0.987904 1.671781 2.85 -0.74 -2.44
H 0.778338 0.436631 -2.047678 1.84 0.10 1.08
C 0.936565 0.955287 0.038276 1.14 -1.54 -5.13
C -2.140088 -1.035393 0.395948 -3.14 0.27 -1.83
H 0.299202 -0.930287 -0.429619 0.18 -1.99 -1.68
H -3.174794 -1.512977 0.268805 1.63 0.53 0.11

=====

Entry 9:
16
Properties=species:S:1:pos:R:3:forces:R:3 method="wB97M-V/def2-TZVPD" relative_energy_kj_mol=346.1 charge=0 energy_ev=-19126.835 gap_ha=0.3077
S 2.723480 -0.694536 -0.704018 2.86 2.06 -0.32
H -1.662908 1.659360 -0.501444 2.61 -0.41 0.77
H 1.134176 2.486989 -0.522510 -0.52 -2.04 0.22
H 0.145397 -0.700444 1.700932 0.95 -0.50 1.45
C 0.728086 1.425404 -0.333029 -1.05 2.75 1.75
H -1.942702 -1.816846 0.494402 -0.27 0.73 -1.74
H 4.097270 0.174085 -0.665344 -3.33 -1.81 0.03
N -2.915268 -0.334696 -0.878952 4.27 -0.13 1.35
H -3.760209 -0.819067 -0.945698 -1.23 -1.38 0.16
N -0.782334 -0.153578 0.140806 -3.27 0.08 -1.67
H 0.580420 -1.655955 0.323412 0.49 -1.98 -0.64
C -0.637745 1.198313 -0.150986 0.74 -0.42 -2.70
C -1.928378 -0.900526 -0.207232 -1.45 1.57 1.34
C 1.536833 0.310573 0.351236 1.23 -0.25 -0.07
H 2.274465 0.517810 1.228122 -2.07 0.27 -1.26
C 0.409422 -0.696891 0.670302 0.06 1.46 1.36

=====

Entry 10:
16
Properties=species:S:1:pos:R:3:forces:R:3 method="wB97M-V/def2-TZVPD" relative_energy_kj_mol=222.7 charge=0 energy_ev=-19128.113 gap_ha=0.3142
C -0.364815 1.074618 0.342069 1.34 0.53 -1.59
C -2.188185 -0.496041 -0.142436 -0.57 -0.02 -0.13
S 3.668926 -0.041185 -0.192363 -0.87 -0.28 0.30
H -0.294207 -2.163783 -0.759931 -0.17 1.07 0.74
C 2.304858 -0.613576 0.542993 0.98 -0.03 -0.39
C 0.137629 -1.260101 -0.243635 -0.72 -1.65 -0.47
H 0.837995 2.739436 -0.178892 0.07 0.29 0.52
C 0.621902 1.701390 -0.332259 -1.05 -0.52 0.07
H -0.946143 1.616926 1.067989 -0.25 -0.19 0.27
N -0.758198 -0.254521 0.027646 0.28 -0.05 0.18
H 1.186980 1.265040 -1.151017 -0.20 -0.28 0.25
H -2.615127 -0.043065 -1.050055 0.40 0.14 0.11
H -2.401131 -1.569920 -0.234060 0.23 0.30 0.33
H -2.757170 -0.069425 0.707586 0.42 -0.37 -0.29
H 2.194228 -0.461123 1.599749 -0.06 0.14 0.67
N 1.372463 -1.424663 -0.003378 0.17 0.93 -0.56